Entry 1:
8
Properties=species:S:1:pos:R:3 method="wB97M-V/def2-TZVPD" s_squared=2.008 e_above_lowest_ev=0.0000 energy_ev=-22018.6521 max_force_ha_per_bohr=0.0968 orbital_gap_ev="6.68 / 8.26" homo_ev="-2.52 / -5.66" multiplicity=3 total_charge=-1
N 1.34188 -1.06296 0.26575
N 0.70671 0.06081 0.17106
O -1.16836 0.78981 -1.28713
O 2.51330 -1.06683 -0.15552
O -1.60299 1.29500 1.12648
O -1.75102 -1.01213 0.35300
S -1.25902 0.33911 0.06386
H 1.21950 0.65719 -0.53749

Entry 2:
15
Properties=species:S:1:pos:R:3 method="wB97M-V/def2-TZVPD" e_above_lowest_ev=3.0040 energy_ev=-8839.9512 max_force_ha_per_bohr=0.0786 orbital_gap_ev=10.07 homo_ev=-9.50 multiplicity=1
O 2.87581 -3.32915 -3.19826
C 2.39794 -3.07977 -2.11388
C 2.02552 -1.67209 -1.72838
H 2.37400 -3.87542 -1.36481
H 2.22603 -1.50234 -0.67873
H 2.10758 -0.76034 -2.31096
H 0.89631 -2.01769 -1.81683
N -2.74289 2.68118 1.65669
C -1.40949 2.16625 1.45078
O -0.76030 1.31663 2.47780
H -3.13811 2.45699 2.56415
H -3.46860 2.55259 0.97539
H -0.70614 3.01614 1.31213
H -1.39925 1.49806 0.57332
H -1.27840 0.54895 2.20159

Entry 3:
16
Properties=species:S:1:pos:R:3 method="wB97M-V/def2-TZVPD" e_above_lowest_ev=6.8931 energy_ev=-20238.0352 max_force_ha_per_bohr=0.0901 orbital_gap_ev="8.56 / 6.60" homo_ev="-8.86 / -8.01" multiplicity=1
C 2.25623 1.98760 0.06796
C 1.99468 0.68395 0.02424
C -2.58606 -0.84193 -0.20923
C 0.66300 0.09053 -0.25918
C 0.17503 -1.17216 0.54456
O -4.72862 0.62144 -0.00462
O 0.46782 -2.44954 0.19323
S -3.32369 0.48420 0.36207
H 2.98765 2.74193 0.33798
H 1.30472 2.65596 0.10621
H 2.86464 -0.00201 0.16373
H -3.14273 -1.76072 -0.68112
H -0.10611 0.88630 -0.20520
H 0.53654 -0.33494 -1.27587
H -0.13690 -1.00873 1.56131
H 0.77380 -2.58188 -0.72605

> Look up the multiplicity of the third one.

1

> Which value of multiplicity does entry 2 give?

1